C45H48BrN4O2Pd as an isolated structure. Source: the Open Molecules 2025 dataset; level of theory: wB97M-V/def2-TZVPD.

## Properties
Net charge ... -1
Multiplicity ... 3
Gap between HOMO and LUMO (alpha / beta) ... 5.62 / 7.52 eV
LUMO level (alpha / beta) ... 2.30 / 2.53 eV
Energy relative to the best compared isomer or geometry (same formula, charge and spin) ... 0.0 kcal per mole

Positions of all 101 atoms, in Å:
Pd -0.13465 0.07625 -0.16246
Br -3.50651 1.78972 -1.16241
O -0.04314 -2.07166 -0.53574
O -1.17630 -3.97295 -0.16860
N -1.77626 -1.45004 2.83520
N 2.05233 0.19321 0.21694
N 0.18665 2.24258 0.22929
N -2.37639 -0.65695 -0.54392
C -1.14148 -0.92975 3.63684
C 4.98216 -2.57180 -0.94744
C -1.51747 3.84113 0.94909
C 2.66895 -0.02392 -2.55568
C -0.63858 3.91169 -1.32645
C 1.86492 5.10180 0.58875
C -1.51513 4.95056 -1.61156
C -2.37272 4.88915 0.61935
C -0.33605 -0.24855 4.64958
C -0.37668 2.23290 -3.17514
C 4.37272 -1.74878 -1.87903
C 4.61468 4.37233 0.60894
C -1.61506 3.26793 2.35251
C 1.47684 2.49748 0.39144
C 3.58265 -1.63546 0.79742
C -1.08194 -2.75418 -0.30931
C 1.86022 -0.94394 -3.47268
C 3.78866 2.04419 0.42345
C 0.28998 3.37354 -2.40296
C 4.22976 5.73884 0.69488
C 2.90078 6.07135 0.68479
C 3.11703 -1.71914 2.24024
C -4.75108 -0.57860 -0.24950
C -2.39977 -1.96405 -0.24200
C 2.43925 1.44059 0.35819
C 5.93959 3.85649 0.58629
C 0.79121 4.45474 -3.35892
C -0.65511 3.34289 -0.03710
C 3.10002 -0.39519 3.00943
C 2.20731 3.77562 0.51004
C -2.38549 5.44122 -0.64927
C 3.01957 -0.76619 -0.14819
C 3.62652 0.87008 -3.34260
C 3.38295 -0.84967 -1.50125
C 3.58854 3.44373 0.52511
C -4.75949 -1.91913 0.10332
C -3.52973 -0.01661 -0.57565
C 6.14370 2.50556 0.48058
C 1.75039 -2.40452 2.30393
C 5.07466 1.57206 0.39467
C 0.12868 -1.18734 5.76217
C 4.56809 -2.52145 0.37434
C -3.57329 -2.62606 0.08362
C -2.42680 1.97160 2.35546
C -0.28021 3.07214 3.07613
H -3.06268 6.25263 -0.88690
H -3.50485 -3.67775 0.31770
H -0.00451 4.83085 -4.00655
H 1.00034 -1.82117 1.76834
H 2.25721 0.22310 2.70272
H -0.46209 2.94628 4.14751
H 5.75570 -3.26643 -1.25158
H -0.64074 1.40842 -2.50878
H 3.07130 1.48119 -4.05961
H -0.72127 -1.64073 6.27145
H 4.66174 -1.81271 -2.92230
H -1.51916 5.38956 -2.60147
H 5.29343 0.51607 0.30212
H 2.51390 -1.63537 -4.01181
H 3.84517 -2.36502 2.74374
H 3.01320 -0.59708 4.08173
H 1.14947 -1.52846 -2.88526
H -3.42065 2.12726 1.93237
H 1.16937 2.95885 -1.90984
H 6.78301 4.53490 0.64616
H 1.42715 -2.52336 3.34250
H 1.21934 5.29872 -2.81394
H 1.30518 -0.35847 -4.21012
H -0.93779 0.56657 5.05588
H 0.83344 5.42815 0.57492
H 4.98814 6.51031 0.76317
H 4.17586 1.53899 -2.67612
H 1.56576 4.03892 -4.00684
H 1.95473 0.62321 -2.04546
H 1.77601 -3.39048 1.83909
H -1.28964 2.58220 -3.66587
H 0.51621 0.20656 4.14361
H 0.30057 1.84774 -3.94209
H -5.65159 0.01616 -0.28408
H 0.38157 3.93068 2.94511
H 2.61822 7.11571 0.74714
H 4.01293 0.18198 2.84812
H 0.74991 -1.98545 5.35959
H -2.17652 4.01283 2.92750
H 4.35536 0.27954 -3.90448
H 5.01442 -3.18958 1.10338
H -5.69025 -2.40207 0.37481
H 0.24096 2.18913 2.70793
H -3.04414 5.27282 1.38051
H -1.92105 1.20148 1.76825
H 7.15816 2.12557 0.45660
H 0.71502 -0.63077 6.49289
H -2.54464 1.59232 3.37478

---

C45H49ClIN10OSeSn as an isolated structure. Source: the Open Molecules 2025 dataset; level of theory: wB97M-V/def2-TZVPD.

## Properties
Net charge ... +1
Gap between HOMO and LUMO ... 7.31 eV
LUMO level ... -2.23 eV
Energy relative to the best compared isomer or geometry (same formula, charge and spin) ... 8.8 kcal per mole

Positions of all 109 atoms, in Å:
I -0.07648 0.52253 3.56473
Sn 0.08808 0.29857 0.78880
Se -0.62474 -2.85353 -1.81664
Cl 1.53886 -5.56305 2.23326
O -1.35407 -2.11441 1.93754
N 1.96141 -1.69116 1.55306
N -4.80158 -1.55800 -0.97787
N -3.08906 1.39696 1.15151
N 0.10352 -5.55214 -2.49709
N -0.24185 -4.28958 -4.25035
N -3.10092 0.03657 -0.74735
N -1.93521 1.91531 0.63696
N 2.42412 0.39755 -0.62039
N 1.93360 2.42910 1.17960
N -0.01041 2.84676 -1.16115
C 0.29047 -6.03556 -6.01773
C -3.69014 -0.91398 -1.38792
C 0.92929 -8.15596 -5.02682
C 2.71721 4.20114 2.58468
C -1.92010 3.12585 0.26615
C 4.01843 3.95750 2.18384
C 3.02097 -1.38535 2.30370
C 4.50669 0.64206 -2.41512
C 1.53098 -2.95244 1.53812
C 0.17062 -6.04760 -1.12771
C 0.36390 -6.33998 -3.61635
C 0.98806 3.34450 -1.88395
C -0.74163 3.69595 -0.42901
C 0.76950 -7.66062 -3.74202
C 0.13610 -5.54288 -4.73092
C 4.25233 2.98156 1.22846
C -2.68875 -5.60979 0.32068
C -0.93760 -7.06448 -0.84770
C -3.63940 0.45364 0.46865
C 0.68864 -7.35773 -6.14713
C -6.56399 -1.87275 0.65938
C 1.87216 -2.81990 -5.88221
C 3.17751 2.26557 0.71346
C 2.13860 -3.94449 2.29293
C 3.36162 1.32881 -0.43014
C -5.42201 -1.20903 0.21653
C 1.33103 4.68906 -1.89021
C -0.53742 -3.13031 -5.08123
C -2.35470 -6.49136 -0.87896
C -0.47132 5.05847 -0.37460
C -2.65316 -2.22778 2.52376
C 2.50693 -0.40974 -1.67488
C -4.86594 -0.17346 0.96604
C 3.68160 -2.31947 3.08274
C 1.71463 3.39601 2.07225
C -7.15309 -1.48930 1.84620
C -5.48364 0.21032 2.15658
C 2.99743 -1.80676 -6.07914
C 0.59523 5.55986 -1.10383
C 3.53788 -0.33057 -2.59831
C -6.61694 -0.44044 2.59538
C 3.22558 -3.62728 3.08882
C 4.41788 1.48868 -1.32206
C 0.64595 -2.18126 -5.23593
C -0.24312 -4.29419 -2.88874
H -2.66954 -2.99221 3.30412
H 0.11769 -5.41588 -6.88865
H -3.05568 -7.32837 -0.91405
H 1.71310 -1.14993 -1.77064
H -0.72950 -2.01868 2.66734
H 1.59647 -3.24693 -6.85212
H -3.26802 -1.24051 -2.33106
H -2.49841 -5.92138 -1.80349
H 0.31372 -1.33341 -5.84386
H -3.34172 -2.51920 1.73486
H 4.84458 4.51945 2.60169
H 3.57382 -1.00845 -3.43933
H 2.67735 -0.99517 -6.73642
H 1.14677 -6.51430 -0.98178
H 1.24351 -9.18270 -5.16650
H 3.69346 -4.38599 3.70427
H -0.85745 -3.50426 -6.05371
H 0.90554 -1.79061 -4.24860
H -7.09224 -0.13834 3.52024
H -0.74467 -7.50481 0.13438
H 3.33897 -0.34867 2.28909
H -3.75401 -5.36394 0.32732
H 2.47902 4.97434 3.30151
H 2.15183 5.04038 -2.50196
H 0.96043 -8.28045 -2.87428
H 1.54022 2.63398 -2.49162
H 3.87802 -2.27380 -6.52247
H -5.04564 1.02371 2.72248
H -2.97602 -1.27529 2.95336
H -1.08790 5.70708 0.23808
H 3.29101 -1.36478 -5.12326
H 5.25864 2.77948 0.88565
H 5.14646 2.27584 -1.18046
H 0.67416 -3.17209 0.90228
H 2.22794 -3.64600 -5.26010
H -1.37351 -2.60592 -4.62290
H 0.81912 -7.77750 -7.13671
H 4.53736 -2.02717 3.67810
H 5.31991 0.75049 -3.12263
H 0.69307 3.51174 2.40957
H -2.81383 3.74536 0.34572
H -0.86406 -7.87002 -1.58246
H -2.13874 -4.66761 0.29738
H 0.83947 6.61364 -1.06575
H -5.18903 -2.29993 -1.53160
H -8.03762 -2.00753 2.19388
H 0.10011 -5.18549 -0.46947
H -6.98018 -2.68026 0.06518
H -2.45736 -6.12221 1.25927

---

A 7-piece molecular cluster, C45H49F49I2NO8PS overall. Source: the Open Molecules 2025 dataset; level of theory: wB97M-V/def2-TZVPD.

## Properties
Gap between HOMO and LUMO ... 9.55 eV
LUMO level ... 0.10 eV

Positions of all 156 atoms, in Å:
I -2.34595 -2.06940 -9.01724
I -5.56150 2.84324 -0.61531
S -4.22999 -3.35990 -3.38244
P -2.64984 -1.78516 -3.01059
F 4.68663 3.45308 3.60971
F -4.66173 -4.12744 -1.95091
F -1.10487 3.23374 0.72218
F -0.22076 4.83442 6.03515
F -6.58531 6.15667 4.48344
F -2.73795 1.14713 1.65928
F 4.60201 -7.85375 -3.78935
F 9.83749 4.38376 3.53801
F -3.95998 -5.63966 -12.53197
F 3.07904 -9.79327 -4.89135
F 3.62437 -9.52001 -2.09765
F -0.83222 1.58154 4.79650
F 2.35707 -7.36798 -2.02808
F -0.84608 2.29810 6.84106
F -4.46697 8.75403 7.75868
F -0.30291 2.19790 2.43688
F -5.59885 -7.21028 -10.99732
F -5.77560 -4.55935 -12.05853
F -9.45140 -4.65186 -11.73514
F 3.43762 4.36525 7.22968
F -7.83891 -6.08702 -11.99187
F 5.35419 4.19098 5.53649
F -3.78009 -6.60514 -9.97936
F 8.29535 2.75585 5.10009
F 11.69744 1.96369 6.92193
F -7.29959 -3.87978 -10.19951
F -4.12564 8.84557 5.63156
F 3.28289 2.21684 5.61459
F 1.37388 -11.02705 -4.36669
F 3.58738 -11.54916 -2.85865
F -6.99651 8.69061 5.29633
F 4.68897 -6.02410 -2.61919
F 1.97685 -5.57433 -3.16405
F 6.14781 3.51223 7.79362
F 9.47088 3.23769 6.85814
F 11.28804 4.71011 7.73660
F -6.25647 10.41717 6.38985
F -5.24454 8.45366 3.43321
F 4.41797 5.34613 8.90445
F -5.78497 6.93213 1.98731
F -2.09690 4.11344 5.21371
F -8.93062 -4.59471 -8.98405
F 10.95589 2.76988 4.46025
F 13.43314 4.90384 7.81972
F -4.98595 4.93626 3.66996
F -2.98178 2.21502 3.53578
F 4.61565 0.88030 4.54122
F 5.43958 2.87248 9.72632
F 12.46620 2.50121 8.88296
O 12.51668 4.47370 5.87170
O 4.61217 1.88049 7.95167
O 1.81080 -7.50369 -4.19768
O -3.76413 -4.35428 -4.35161
O -7.18509 -5.90281 -9.23336
O -1.19599 4.24363 2.67035
O -5.47739 -2.80223 -3.89347
O -5.06492 7.02353 6.54719
N -0.33388 -0.43274 -3.73482
C -2.40363 -0.91104 -7.19768
C -4.66324 -5.08629 -11.51105
C -3.80220 -0.98492 -1.75228
C -0.26966 4.37754 3.74918
C 5.32260 3.09055 4.75616
C 9.11846 3.69795 5.64547
C -2.91747 -1.04637 -4.73431
C -2.22669 -1.82234 -5.89704
C -1.47665 -3.18786 -2.57996
C -5.27135 6.17625 4.16863
C -0.75490 3.94774 5.14706
C 2.53744 -6.80395 -3.23677
C -2.68625 2.37749 2.23151
C -1.30497 3.00611 2.04046
C 2.15600 -9.99966 -3.92575
C -0.58559 -3.00552 -1.29858
C 3.93779 4.15954 8.46645
C 12.43353 4.20759 7.23881
C -4.98849 7.18648 3.05685
C 5.04776 3.10530 8.45648
C 2.81478 -10.45931 -2.62521
C -1.37179 -2.68370 0.03019
C 0.66433 0.43471 -3.57659
C -5.77773 -5.66461 -9.22465
C -0.51011 -3.64687 -3.73470
C -0.34929 2.54691 5.60287
C 4.59217 1.92406 5.41746
C -5.52354 0.77773 -1.24999
C 0.96745 1.31447 -2.48535
C 4.01429 -6.65519 -3.60914
C -6.37535 9.06920 6.43087
C -4.99750 8.41584 6.56318
C 11.35399 4.96902 5.21201
C -1.02362 0.28133 -1.53774
C 1.24361 -8.76120 -3.83095
C -4.44731 6.33065 5.46253
C 10.32077 3.93115 4.73200
C 0.06350 1.22752 -1.34338
C -8.71659 -5.59286 -11.09609
C -8.00370 -4.98329 -9.88670
C -4.97457 -6.14210 -10.45093
C -1.23374 -0.51603 -2.71237
C 5.19501 1.40625 6.73809
C -4.26647 0.47142 -2.18532
C 12.61530 2.72149 7.55658
H -3.36911 -0.36807 -7.08988
H 1.82401 2.01967 -2.48968
H -4.63030 0.48232 -3.23417
H -5.51230 0.09966 -0.36044
H -1.70999 0.20671 -0.66802
H -2.45481 -2.90056 -0.16906
H 0.70533 3.95393 3.50269
H -4.76354 -1.56692 -1.73857
H -2.61111 0.02977 -4.76272
H 0.30679 -2.34800 -1.46149
H -5.41826 -6.25953 -8.38379
H 3.11767 3.84992 9.11799
H -1.12111 -1.91754 -5.78076
H 0.18418 1.83017 -0.42987
H -3.51836 1.25285 -1.94509
H -0.13139 -4.01942 -1.12391
H -4.30289 5.32034 5.84699
H 0.73887 2.45087 5.65369
H -3.43894 6.69900 5.26800
H 1.36904 0.51082 -4.44005
H -4.01002 -1.00415 -4.99674
H -2.70871 -2.79193 -6.15673
H -3.46249 3.00223 1.78397
H -1.05337 -3.96903 -4.65685
H -3.43603 -1.02777 -0.70635
H 0.32331 -2.94275 -3.94007
H -4.06080 -4.27482 -11.09410
H -1.08975 -3.41242 0.83346
H -2.10394 -4.09535 -2.36243
H 10.89040 5.78511 5.76879
H 0.72237 -8.70555 -2.87397
H 6.34591 2.81848 4.49646
H 0.45470 -8.91576 -4.56844
H 2.06347 -10.73479 -1.87977
H 8.53584 4.61406 5.77630
H -0.09729 5.45324 3.81124
H -9.37851 -6.40405 -10.78488
H 6.28318 1.48723 6.75338
H -7.01323 8.79806 7.27506
H 4.12344 -6.07994 -4.53135
H 11.74663 5.43700 4.30814
H 13.60751 2.38061 7.25281
H -3.94878 7.12236 2.72287
H -6.48758 0.56761 -1.76767
H -1.58921 -0.14437 -7.20080
H -5.54416 -4.63317 -8.95505
H 4.99572 0.33369 6.75550
H -0.02805 -4.58470 -3.35816
H -1.20146 -1.66654 0.43782

---

C45H50F3N6O5RbS as an isolated structure. Source: the Open Molecules 2025 dataset; level of theory: wB97M-V/def2-TZVPD.

## Properties
Net charge ... -2
Gap between HOMO and LUMO ... 6.52 eV
LUMO level ... 3.87 eV
Energy relative to the best compared isomer or geometry (same formula, charge and spin) ... 11.7 kcal per mole

Positions of all 111 atoms, in Å:
Rb 0.10595 -0.91072 0.64232
S 0.17239 -3.29763 2.69412
F -2.29307 -2.44936 2.28649
F -1.93024 -3.21535 4.28803
F -2.12680 -4.58892 2.62579
O -2.11356 0.49962 0.73035
O 1.33875 -0.85671 -1.88877
O 0.26568 -3.53523 1.26388
O 0.68995 -4.34054 3.54516
O 0.50422 -1.93653 3.08169
N 3.34454 -0.86486 1.60352
N -1.75839 -1.59690 -1.86382
N -0.49854 2.63661 2.85053
N -1.37240 1.61936 3.00287
N 2.72552 1.60953 3.04093
N 2.96006 1.47573 0.05744
C -0.21141 3.04074 4.07910
C -3.29606 0.68357 0.07702
C 1.57504 0.26737 -5.85559
C -3.05425 3.85692 -2.87546
C -1.67391 1.39361 4.28853
C 1.94514 -2.39713 -5.21650
C -1.07174 -1.95394 -2.95201
C 2.67636 -2.75795 -2.26850
C -0.95085 2.31049 5.03238
C 3.95767 -2.36581 -2.66886
C 1.66294 -1.48827 -4.19831
C -5.20572 2.50984 2.82766
C -6.17328 1.58706 3.21691
C -2.60218 -0.78343 -4.36254
C -4.39315 0.98528 1.12470
C -6.24526 0.36828 2.56296
C -4.38506 2.38761 -1.51212
C -1.63798 -3.38957 2.98665
C 0.80540 4.11361 4.30406
C -2.86991 -0.86382 -1.98567
C -2.59263 0.29129 4.69966
C -1.47218 -1.57128 -4.23013
C 1.45909 -1.91139 -2.71966
C -3.23806 1.85468 -0.92657
C -3.31539 -0.42676 -3.23145
C 3.89694 0.80372 3.34139
C -2.00126 2.34743 -1.31771
C -4.33494 2.21057 1.79447
C -4.29896 3.38065 -2.47746
C 3.80809 0.42774 -0.47401
C 4.98024 -4.02589 -1.25861
C -1.90792 3.33798 -2.28887
C -5.36088 0.07156 1.52732
C 2.92396 2.77092 2.19232
C 1.48793 -0.15291 -4.53255
C 1.84550 -0.64623 -6.86613
C 2.58006 -3.79605 -1.34636
C 4.34094 -0.51744 0.61113
C 2.03583 -1.98590 -6.53922
C 5.09401 -2.98914 -2.18012
C 3.70636 -0.67458 2.98970
C 3.59024 2.53110 0.82475
C 3.71876 -4.41901 -0.84104
C 0.15902 -2.78257 -2.70360
C -3.68094 -0.58767 -0.74109
H 4.64381 2.26488 0.96926
H 1.42201 1.31356 -6.09970
H 4.68039 0.82502 -1.02930
H 4.63092 -1.20624 3.28015
H 5.86615 -4.50567 -0.85918
H 6.07375 -2.65817 -2.50827
H -2.93017 -0.45541 -5.34328
H -2.03794 -0.62582 4.90607
H -5.35947 2.02219 -1.20017
H 4.77937 1.19214 2.81895
H -5.12001 3.45976 3.34333
H 1.61333 -4.10774 -0.97188
H -3.14297 0.57039 5.60018
H 4.14057 0.85298 4.41174
H -5.42517 -0.89666 1.04601
H -6.85204 1.81477 4.03080
H 2.85643 -1.72914 1.42693
H 4.05439 -1.54602 -3.37107
H -5.20347 3.78456 -2.91944
H 3.59914 3.49098 0.28572
H 1.75857 3.69038 4.63332
H 1.91024 -0.32067 -7.89876
H 3.18654 -0.14071 -1.16722
H 2.09922 -3.44277 -4.96630
H -0.93171 2.40716 6.10734
H 1.93347 3.20580 2.03013
H 3.51323 3.52333 2.73632
H 2.30394 1.79688 -0.63680
H -1.12309 1.92819 -0.84283
H 2.25439 -2.70952 -7.31765
H 2.01993 1.02557 2.61366
H -3.55744 -1.43526 -0.06427
H -4.21074 0.17795 -3.30129
H 0.99128 4.64763 3.37092
H -6.98238 -0.36815 2.86493
H -3.31453 0.07091 3.91285
H 0.04781 -3.20148 -1.70334
H 2.89625 -1.08145 3.59883
H -0.88938 -1.86947 -5.09208
H 1.26108 0.52157 -3.71357
H 3.60995 -5.20632 -0.10399
H 0.21196 -3.60995 -3.41971
H -0.93206 3.70161 -2.59109
H 5.18494 -0.05023 1.13036
H -1.75096 1.13983 2.13044
H 0.46683 4.83293 5.05477
H -2.98156 4.62880 -3.63344
H 4.74773 -1.40452 0.11207
H -4.73328 -0.53541 -1.04198
H -3.56888 2.92364 1.51051